# 1
ORCA calculation (ωB97M-V/def2-TZVPD) on a molecular structure, C15H20Cl5N4OS3Sn.

XYZ file:
```
49
Properties=species:S:1:pos:R:3:forces:R:3:mulliken_charge:R:1
Sn 0.13258 -0.08787 -0.05408 0.16 0.15 0.30 0.004
C -3.16700 0.78494 4.49394 -0.01 0.00 0.00 -1.150
N -2.22922 0.05667 3.64496 0.03 0.02 0.00 0.367
C -1.61663 -1.14903 4.19407 -0.01 -0.01 -0.01 -1.087
C -1.90369 0.46939 2.43047 0.05 0.07 0.05 0.811
C -2.54128 1.70799 1.88225 0.01 0.00 0.00 -1.555
O -1.04041 -0.18446 1.78383 -0.07 -0.03 -0.12 -0.073
H -2.96960 0.51763 5.52859 0.00 0.00 0.00 0.428
H -4.19968 0.52473 4.25457 0.00 0.00 0.00 0.305
H -3.03333 1.85864 4.39423 0.00 0.00 0.00 0.405
H -0.72423 -0.89527 4.76864 0.00 0.00 0.00 0.294
H -1.33255 -1.81927 3.38882 0.00 0.00 0.00 0.290
H -2.33554 -1.63905 4.84737 0.00 0.00 -0.01 0.468
H -3.61499 1.71436 2.06367 0.00 0.00 0.00 0.452
H -2.36565 1.76436 0.81322 -0.02 -0.01 0.00 0.258
H -2.10398 2.58643 2.36240 0.00 0.00 0.00 0.414
C 4.27047 -1.41404 1.56876 -0.20 0.04 0.72 -1.270
N 2.25563 -2.83977 2.41797 -0.64 -0.79 -0.01 -0.784
C 2.02824 -2.35614 -0.13928 -0.03 -0.05 0.01 -0.173
N 2.95289 -2.11393 -1.03194 0.16 -0.23 0.18 -0.173
S 0.54113 -2.99062 -0.20985 -0.10 -0.03 -0.12 -0.221
H 3.67363 -0.99697 3.45831 0.81 0.08 -0.20 0.465
H 4.60285 -0.41273 1.34623 -0.05 -0.02 -0.19 0.498
H 4.85942 -2.25946 1.88991 0.01 -0.04 -0.14 0.408
H 2.83749 -3.03331 3.22834 0.32 0.41 -0.12 0.256
H 3.85597 -1.76191 -0.71556 -0.01 0.03 -0.05 0.237
H 2.84279 -2.43329 -1.98259 -0.01 0.01 -0.01 0.286
S -2.91613 -0.25544 -1.23530 -0.14 -0.04 -0.05 -0.247
C -3.36555 -1.59287 -0.37600 0.00 -0.06 0.03 0.159
N -3.01971 -2.85368 -0.65883 0.01 0.02 0.02 -0.209
C -3.31111 -3.88006 0.33223 0.01 0.00 -0.01 -0.603
C -4.51348 -3.35979 1.11365 -0.01 0.00 0.00 -0.554
S -4.36463 -1.54731 1.06095 0.03 0.01 -0.01 -0.079
H -2.37886 -3.01097 -1.42216 -0.05 -0.01 -0.04 0.322
H -2.44618 -4.02523 0.98676 -0.01 0.01 0.01 0.219
H -3.54093 -4.82296 -0.16095 0.02 -0.01 0.01 0.427
H -4.50918 -3.70248 2.14476 0.00 -0.01 0.00 0.373
H -5.45266 -3.64434 0.64351 0.00 0.00 -0.01 0.367
Cl 2.64240 -1.65120 1.52576 -0.02 0.87 -0.16 0.432
C 1.84306 -0.25814 1.40901 0.19 -0.29 -0.21 0.397
C 2.15702 0.88417 2.28452 0.03 0.17 0.01 0.663
C 1.63972 2.17421 2.04359 -0.09 -0.04 0.06 -0.107
Cl 0.65426 2.60728 0.68107 0.01 -0.03 -0.05 -0.193
C 2.06112 3.11133 2.99322 0.04 -0.03 0.07 -0.063
Cl 1.63600 4.76726 3.04170 0.00 0.02 0.00 -0.222
C 2.88848 2.44252 3.88202 0.00 0.02 -0.07 0.150
Cl 3.65683 3.03757 5.28953 0.01 0.02 0.01 -0.240
C 2.95151 1.12450 3.42463 0.06 -0.14 0.15 -0.039
Cl 3.82780 -0.06529 4.42366 -0.48 -0.06 -0.05 -0.114
```
Positions in Å, forces in eV/Å.

Results
Net charge: +1
Gap between HOMO and LUMO in eV: 6.2
LUMO energy in eV: -3.21
F_max in eV/A: 1.0
HOMO level in eV: -9.401
Relative energy (zero: lowest compared OMol25 entry of this formula, charge and spin) in kJ/mol: 0.0


# 2
ORCA calculation (ωB97M-V/def2-TZVPD) on a molecular structure, C15H20ClORu.

XYZ file:
```
38
Properties=species:S:1:pos:R:3:forces:R:3:mulliken_spin:R:1
Ru -0.23630 -0.42210 0.18140 1.24 3.69 0.21 2.070
C -2.23099 -0.39370 0.79472 -1.12 0.70 -0.36 -0.011
C -1.98861 0.89780 1.39636 -0.64 -0.35 -0.27 0.226
C -1.72947 1.84155 0.36709 -0.72 -0.92 -0.51 -0.066
H -2.00634 1.08698 2.46480 0.31 -0.07 -0.28 -0.003
C -1.81313 1.17785 -0.88609 -0.78 0.74 0.34 0.232
C -2.16382 -0.20001 -0.64979 -0.16 0.12 0.94 -0.062
H -2.44999 -0.94535 -1.37968 0.05 0.16 -0.03 -0.005
H -2.46062 -1.32426 1.28957 -0.30 0.20 0.14 -0.001
H -1.53886 2.90230 0.50972 0.18 -0.32 0.00 0.003
H -1.71723 1.63873 -1.87067 0.12 -0.16 0.41 -0.003
C 1.43135 -1.90608 -0.37743 0.78 -0.51 -1.48 0.177
C 0.17416 -1.91097 -1.11277 0.92 -1.25 -0.62 -0.081
C 0.24465 -0.80205 -2.04921 1.02 -0.26 -0.09 -0.049
H -0.59225 -2.68322 -1.06855 0.38 0.03 -0.21 0.007
C 1.52139 -0.17972 -1.91285 -0.69 -0.49 -0.55 0.270
C 2.23527 -0.84632 -0.88501 -0.68 -1.14 0.30 -0.011
H 3.25037 -0.62579 -0.55603 -0.48 0.15 0.10 0.008
H 1.69181 -2.61679 0.39863 -0.06 0.33 -0.16 0.008
H -0.49412 -0.58333 -2.81812 0.19 0.08 0.36 -0.013
H 1.88561 0.63773 -2.53624 -0.25 -0.25 0.37 -0.016
O 0.89913 0.86876 1.27515 1.49 2.95 -0.76 0.149
C 2.21438 3.66136 -0.71364 -1.05 -1.43 2.40 0.811
C 1.85726 3.47162 0.77846 0.51 2.10 1.02 -0.031
C 0.99996 3.72170 -1.55668 -0.83 -0.21 -0.16 -0.053
C 3.37380 2.81818 -1.09132 0.57 -0.79 0.32 -0.030
C 1.24838 2.21595 1.63829 -0.24 -2.41 -0.36 0.106
H 1.19771 4.33294 1.08404 0.15 -0.70 -0.54 0.014
H 2.77686 3.75023 1.37611 -0.52 -0.55 -0.66 0.022
H 2.02054 1.93430 2.35853 0.23 0.86 0.25 -0.007
H 0.37895 2.59069 2.19455 0.06 0.47 -0.11 0.003
H 0.95672 4.52388 -2.30657 0.05 -0.18 0.06 0.035
H 0.11573 3.76673 -0.89737 0.27 0.45 -0.37 0.015
H 0.86372 2.74692 -2.04121 0.10 0.08 -0.39 0.043
H 4.30497 3.34061 -1.35441 -0.24 -0.04 -0.14 0.038
H 3.09827 2.09187 -1.85675 0.22 0.29 -0.43 0.026
H 3.59292 2.16852 -0.22135 0.22 0.36 -0.31 0.010
Cl 0.32879 -1.32299 2.39638 -0.34 -1.73 1.55 0.169
```
Positions in Å, forces in eV/Å.

Results
Net charge: -1
2S+1: 5
Gap between HOMO and LUMO (spin up / spin down) in eV: 5.9 / 6.9
LUMO energy (spin up / spin down) in eV: 3.34 / 3.17
F_max in eV/A: 3.9
HOMO level (spin up / spin down) in eV: -2.552 / -3.684
Relative energy (zero: lowest compared OMol25 entry of this formula, charge and spin) in kJ/mol: 56.9


# 3
ORCA calculation (ωB97M-V/def2-TZVPD) on a molecular structure, C15H20FNNbO8.

XYZ file:
```
46
Properties=species:S:1:pos:R:3:forces:R:3:mulliken_charge:R:1
C 3.38871 0.55556 -0.81644 -0.23 -0.17 0.19 -0.784
C 4.60024 1.45662 -0.89604 0.67 0.28 0.62 -0.173
F 4.21393 2.62472 -1.61510 -0.13 0.03 -0.04 -0.345
Nb 5.38660 2.12070 1.14075 -0.08 -1.00 -0.44 -0.574
C 6.98050 1.66545 2.58420 0.46 -0.15 -0.73 -0.575
N 6.29552 1.37086 3.85214 -0.33 0.02 -0.22 -0.641
H 2.57892 0.97391 -0.21050 0.11 0.11 -0.06 0.142
H 3.66627 -0.39624 -0.35882 0.04 0.03 -0.06 0.256
H 3.00647 0.36543 -1.82639 -0.03 0.00 0.02 0.363
H 5.35824 0.95837 -1.49893 0.06 0.23 -0.09 0.321
H 5.94078 0.44774 0.51409 -0.12 0.13 0.62 0.011
H 6.79576 2.87694 0.16314 -0.29 0.13 0.14 -0.028
H 4.66613 3.86870 1.26108 0.08 -0.06 -0.04 -0.063
H 3.88823 1.43155 2.15302 -0.15 0.18 -0.02 -0.030
H 7.68767 0.86986 2.36416 0.02 0.06 0.06 0.323
H 7.56590 2.59106 2.67740 -0.16 0.08 0.01 0.308
H 5.47197 1.96230 3.96296 0.07 0.03 0.10 0.268
H 5.92153 0.42889 3.79374 -0.06 0.02 0.03 0.268
C -0.48729 -1.75514 3.04262 0.16 0.15 0.19 -1.041
C 0.19195 -0.58931 3.06700 -0.10 0.18 -0.46 0.263
C 0.00689 0.50550 1.99830 0.38 -0.21 0.51 1.018
O 0.65808 1.50814 2.20048 -0.21 0.16 -0.23 -0.570
C -0.87851 0.26640 0.88629 -0.14 -0.06 -0.11 -0.874
C -1.53638 -0.89973 0.86878 0.15 -0.26 0.42 -0.009
C -1.38986 -1.97317 1.95738 -0.26 0.10 -0.45 1.128
O -2.08313 -2.96703 1.78442 0.09 0.01 0.12 -0.688
O -2.39300 -1.27593 -0.06776 -0.13 0.12 -0.36 -0.462
O 1.07095 -0.24395 3.97162 0.08 -0.12 0.20 -0.596
H -0.36490 -2.52355 3.79228 0.01 0.01 0.00 0.435
H -0.97937 1.02481 0.12298 0.00 -0.02 -0.02 0.466
H -2.73423 -2.16032 0.19545 0.05 0.03 0.12 0.409
H 1.43135 0.62886 3.68383 0.02 -0.02 -0.03 0.388
C -6.73473 -2.10421 -2.33345 -0.26 0.04 -0.17 -1.119
C -7.35885 -1.46149 -3.33598 0.37 0.23 -0.17 0.332
C -6.64821 -0.46322 -4.26835 -0.58 -0.26 0.09 1.128
O -7.37410 0.01019 -5.13321 0.19 0.05 0.02 -0.667
C -5.27089 -0.16502 -4.05973 0.31 -0.04 0.12 -0.962
C -4.63532 -0.79524 -3.04740 -0.50 -0.23 0.24 0.381
C -5.33898 -1.83563 -2.14449 0.70 0.29 -0.12 0.970
O -4.61843 -2.36305 -1.31607 -0.26 -0.08 0.00 -0.581
O -3.38621 -0.58566 -2.72791 0.19 0.15 -0.11 -0.498
O -8.62728 -1.60108 -3.65471 -0.20 -0.13 0.08 -0.588
H -7.22945 -2.81489 -1.68743 0.00 0.00 0.00 0.450
H -4.78102 0.55849 -4.69545 0.02 -0.01 0.01 0.452
H -3.16673 -1.09341 -1.91604 -0.01 0.01 0.02 0.392
H -8.75569 -1.00376 -4.42788 0.02 -0.01 0.02 0.398
```
Positions in Å, forces in eV/Å.

Results
Net charge: -1
Gap between HOMO and LUMO in eV: 4.3
LUMO energy in eV: -0.08
F_max in eV/A: 1.1
HOMO level in eV: -4.369
Relative energy (zero: lowest compared OMol25 entry of this formula, charge and spin) in kJ/mol: 0.0


# 4
ORCA calculation (ωB97M-V/def2-TZVPD) on a single C15H20FNO7S molecule.

XYZ file:
```
45
Properties=species:S:1:pos:R:3:forces:R:3:mulliken_charge:R:1
C 4.40486 -2.31414 -2.90149 0.30 -0.08 -0.07 -0.693
O 3.07734 -1.98291 -2.51148 0.07 0.19 0.27 -0.269
C 2.31112 -1.48136 -3.49228 -0.44 -0.80 -0.17 0.659
O 2.68052 -1.40329 -4.63119 0.22 0.36 -0.15 -0.577
C 0.93533 -1.18820 -2.99995 0.04 0.24 0.10 -0.462
C 0.73890 -0.98600 -1.63760 0.10 0.02 -0.08 -0.215
C -0.50569 -0.66177 -1.12727 -0.07 0.06 0.26 -0.530
N -0.78501 -0.42503 0.23328 -0.18 0.00 -0.06 -0.043
C 0.08024 -0.46519 1.28608 0.07 0.11 -0.07 0.190
O 1.25570 -0.73772 1.20253 0.09 -0.08 -0.02 -0.648
C -0.55767 -0.06131 2.61960 -0.20 -0.05 0.01 0.220
C -0.33362 1.42295 2.85385 0.07 0.10 -0.14 -0.697
C -0.99434 1.87644 4.13827 -0.01 0.25 0.11 -0.728
S -0.71172 3.60227 4.48650 -0.16 -0.09 -0.13 1.257
C -1.60555 4.45683 3.20624 0.14 -0.17 0.17 -1.030
O -1.35828 3.89425 5.73665 -0.02 0.06 0.10 -0.659
O 0.68770 3.87474 4.30307 0.11 0.05 0.02 -0.634
O 0.01743 -0.74350 3.68893 0.04 0.02 0.13 -0.365
C -0.20320 -2.13639 3.65014 -0.02 -0.21 0.02 -0.750
C -1.55453 -0.56019 -2.02579 0.20 -0.05 -0.10 0.305
F -2.77570 -0.24681 -1.54331 -0.09 0.03 0.04 -0.369
C -1.40590 -0.76822 -3.37469 -0.18 0.03 -0.08 -0.488
C -0.14893 -1.08545 -3.88328 -0.01 -0.04 0.02 0.864
O 0.05873 -1.33536 -5.18591 0.10 0.05 -0.05 -0.417
C -0.99444 -1.09047 -6.09345 -0.14 0.00 -0.12 -0.966
H 4.89641 -2.69579 -2.01243 -0.04 0.01 0.05 0.233
H 4.40137 -3.07455 -3.68153 -0.04 0.03 -0.01 0.274
H 4.93266 -1.43540 -3.27025 -0.04 0.00 -0.01 0.316
H 1.57418 -1.07047 -0.96522 0.03 -0.01 0.02 0.888
H -1.74664 -0.20411 0.43660 0.02 -0.04 0.01 0.291
H -1.64231 -0.27525 2.58403 0.05 0.01 -0.03 0.242
H 0.73948 1.60817 2.90910 0.02 -0.03 0.00 0.357
H -0.71612 1.98688 1.99814 -0.03 -0.07 0.00 0.373
H -2.07754 1.73778 4.14681 0.02 -0.06 -0.01 0.356
H -0.57129 1.36578 5.00333 -0.01 -0.03 0.01 0.337
H -1.50767 5.51381 3.44331 -0.02 0.02 -0.03 0.388
H -1.14395 4.23587 2.24744 -0.05 0.06 -0.04 0.344
H -2.64740 4.14742 3.24654 -0.02 0.06 -0.05 0.336
H 0.21737 -2.55252 4.56171 0.00 0.01 0.01 0.295
H -1.27637 -2.36605 3.61801 0.03 0.03 -0.01 0.313
H 0.29329 -2.59748 2.79186 -0.02 0.03 0.00 0.246
H -2.27698 -0.68643 -4.00640 -0.01 0.00 0.01 0.475
H -0.57332 -1.22374 -7.08514 0.04 -0.01 0.00 0.250
H -1.81709 -1.79972 -5.96221 0.01 0.02 0.05 0.346
H -1.37139 -0.06838 -6.00117 0.01 -0.02 0.01 0.386
```
Positions in Å, forces in eV/Å.

Results
Gap between HOMO and LUMO in eV: 8.8
LUMO energy in eV: 0.24
SMILES string: COC(=O)c1cc(NC(=O)[C@H](CCS(C)(=O)=O)OC)c(F)cc1OC
F_max in eV/A: 0.9
HOMO level in eV: -8.597
Relative energy (zero: lowest compared OMol25 entry of this formula, charge and spin) in kJ/mol: 4.0


# 5
ORCA calculation (ωB97M-V/def2-TZVPD) on a single C15H20N2O3 molecule.

XYZ file:
```
40
Properties=species:S:1:pos:R:3:forces:R:3:mulliken_charge:R:1
O -2.33475 -2.19614 0.00632 0.08 -0.10 -0.08 -0.605
N -3.48960 -1.85796 0.20122 0.08 -0.84 0.10 0.847
O -4.38664 -2.63563 0.45032 -0.04 -0.13 0.06 -0.575
C -3.81911 -0.46829 0.09985 -0.37 1.51 -0.18 0.294
C -5.13581 -0.16070 -0.23560 0.09 -0.25 0.03 -0.586
C -5.51358 1.15073 -0.42532 0.11 0.06 0.01 -0.493
C -4.56935 2.15889 -0.27423 -0.08 -0.05 -0.06 -0.638
C -3.27139 1.85465 0.08139 -0.04 -0.15 0.00 -0.625
C -2.85379 0.53549 0.28247 -0.43 -0.17 -0.13 0.501
C -1.49367 0.26142 0.72462 0.63 0.09 0.10 -0.179
C -0.42617 0.93546 0.30224 -0.29 -0.21 0.26 -0.862
C 0.97531 0.68563 0.76634 -0.06 0.12 0.05 -0.752
N 1.86419 0.62462 -0.38686 0.03 0.07 -0.08 0.093
C 3.05242 1.44815 -0.28846 0.18 0.13 0.24 -1.084
C 4.11696 0.87044 0.65118 -0.01 0.00 -0.32 -0.481
C 4.50292 -0.52612 0.17233 -0.11 -0.02 0.25 -0.780
C 3.25568 -1.39784 0.05896 0.03 0.19 -0.26 -0.549
H 3.50642 -2.37209 -0.36203 -0.02 -0.11 0.04 0.390
H 2.82327 -1.56527 1.04561 0.00 -0.07 0.04 0.226
C 2.21059 -0.71819 -0.83802 -0.30 -0.46 0.11 -0.244
C 0.96980 -1.60498 -1.00911 0.29 0.13 -0.61 -0.970
O 0.57694 -2.17462 0.21696 -0.15 -0.21 0.33 -0.566
H -0.34345 -2.45480 0.14005 0.13 0.05 0.02 0.376
H 1.21424 -2.40548 -1.72427 0.00 0.13 0.04 0.577
H 0.16385 -0.99693 -1.43686 0.05 -0.07 -0.02 0.341
H 2.64632 -0.58372 -1.83845 -0.04 -0.10 0.05 0.492
H 5.21790 -0.98053 0.86173 0.06 -0.01 -0.08 0.382
H 4.98270 -0.44968 -0.80732 0.08 -0.01 -0.04 0.324
H 3.71512 0.81183 1.66541 0.01 0.04 0.09 0.299
H 4.98984 1.52565 0.66873 0.01 0.05 0.07 0.381
H 2.75566 2.44965 0.03386 0.03 0.00 -0.08 0.457
H 3.47447 1.53261 -1.29601 0.04 0.08 0.02 0.418
H 1.27072 1.52865 1.40201 0.07 -0.06 -0.01 0.670
H 1.01008 -0.22506 1.37104 0.00 0.13 0.07 0.282
H -0.51897 1.69686 -0.46102 -0.06 0.12 -0.10 0.407
H -1.36036 -0.55056 1.42652 0.09 -0.02 0.04 0.551
H -2.55447 2.64693 0.23128 0.06 0.05 0.07 0.458
H -4.85512 3.18904 -0.42515 -0.01 0.10 0.00 0.389
H -6.53072 1.38900 -0.69307 -0.09 0.00 -0.02 0.387
H -5.83847 -0.97114 -0.35867 -0.02 0.00 0.00 0.449
```
Positions in Å, forces in eV/Å.

Results
Gap between HOMO and LUMO in eV: 7.5
LUMO energy in eV: -0.62
SMILES string: O=[N+]([O-])c1ccccc1/C=C/CN1CCCC[C@H]1CO
F_max in eV/A: 1.6
HOMO level in eV: -8.155
Relative energy (zero: lowest compared OMol25 entry of this formula, charge and spin) in kJ/mol: 482.3